No. 1
ORCA calculation (ωB97M-V with the def2-TZVPD basis set) on a molecular structure, C5H8O2 at a distorted geometry.

Cartesian coordinates (Å):
C 0.0372 2.2428 0.6197
C 0.3599 0.7493 0.7555
H 1.1356 -1.0480 -1.0936
O -1.1839 -1.9699 -2.1428
H -0.3560 0.2890 1.4660
H -0.9843 2.4304 0.2664
H 1.3174 0.5781 1.2374
H -0.2225 0.2685 -1.3752
O 0.6806 -2.0432 0.8337
C 0.1875 -1.5288 -0.1704
C 0.2715 -0.1339 -0.4920
C -0.8246 -2.2669 -1.0319
H 0.7228 2.7493 -0.0621
H -1.2634 -3.0578 -0.4051
H 0.1220 2.7411 1.5946

Forces on atoms 1 to 3 (eV/Å):
C 0.1 0.0 -0.2
C 0.5 -0.1 0.0
H 0.2 2.7 0.4

Calculated values
**Energy relative to the best compared isomer or geometry (same formula, charge and spin)**: 317.5 kJ/mol
**Highest occupied orbital energy**: -9.37 eV
**Frontier orbital gap**: 0.340 Ha
**LUMO energy**: -0.0037 Ha

No. 2
ORCA calculation (ωB97M-V with the def2-TZVPD basis set) on 2 unconnected molecules or ions with the total composition C4H9NO at a distorted geometry.

Cartesian coordinates (Å):
H -1.4959 -1.7865 1.3247
C -1.3687 -0.8723 -0.7751
C 0.0755 1.2864 0.1094
C -0.4983 -0.0372 0.0639
H 2.9868 -0.1681 0.8533
N 2.4144 -0.2323 -0.0447
H -0.0799 1.9673 1.0622
H -0.4573 1.9605 -0.7052
H -0.7728 -1.7273 -1.1303
H 1.1827 1.0480 -0.0090
H 3.0250 -0.4642 -0.9157
H -2.2727 -0.2339 1.1370
O 1.3894 -1.1399 -0.0401
H -2.0968 -0.5676 -1.4449
C -1.5160 -0.8689 0.7643

Forces on atoms 1 to 3 (eV/Å):
H 0.9 -0.2 0.0
C 2.2 -1.2 1.5
C -2.0 2.8 0.2

Calculated values
**Energy relative to the best compared isomer or geometry (same formula, charge and spin)**: 643.6 kJ/mol
**Highest occupied orbital energy (spin up / spin down)**: -7.98 / -7.98 eV
**Frontier orbital gap (spin up / spin down)**: 0.319 / 0.319 Ha
**LUMO energy (spin up / spin down)**: 0.0260 / 0.0259 Ha

No. 3
ORCA calculation (ωB97M-V with the def2-TZVPD basis set) on 2 unconnected molecules or ions with the total composition C4H8NO at a distorted geometry.

Cartesian coordinates (Å):
H -3.1799 0.3501 -0.4559
O 3.0394 0.2323 -0.2310
H 0.1414 -1.2662 0.3871
H -1.9527 1.0459 -1.3028
H -1.8310 -0.7550 -0.8766
H 1.3546 2.2398 -0.2670
C -1.5797 1.0586 0.7253
H -1.2052 0.1186 1.3582
N 1.7982 0.1741 0.0474
C 1.2684 -1.1354 0.3286
H 1.3883 -1.9006 -0.4046
C 1.0360 1.2136 -0.0007
H 1.8375 -1.6872 1.2371
C -2.1152 0.3115 -0.5450

Forces on atoms 1 to 3 (eV/Å):
H -1.1 -0.2 0.4
O 2.6 -0.9 -0.3
H 1.3 1.2 0.8

Calculated values
**Energy relative to the best compared isomer or geometry (same formula, charge and spin)**: 550.9 kJ/mol
**Highest occupied orbital energy**: -2.95 eV
**Frontier orbital gap**: 0.263 Ha
**Net charge**: -1
**LUMO energy**: 0.1544 Ha

No. 4
ORCA calculation (ωB97M-V with the def2-TZVPD basis set) on a molecular structure, C4H6S2 at a distorted geometry.

Cartesian coordinates (Å):
C 1.4647 -0.4431 1.7393
H -1.2058 0.1223 1.3537
S -0.9610 1.4856 -3.3709
C -1.1563 0.6714 -2.0424
H -1.3834 -0.5986 -2.0528
C -0.6662 -0.0998 0.3770
S -0.8800 1.4064 -0.5924
H 1.7273 0.0998 -0.4851
C 0.8373 -0.3164 0.5350
H 0.6890 -0.9140 2.6855
H -1.0912 -1.0398 -0.1379
H 2.6257 -0.3740 1.9910

Forces on atoms 1 to 3 (eV/Å):
C -1.3 -1.9 1.6
H 1.0 -0.8 -1.0
S -0.2 0.9 -2.3

Calculated values
**Energy relative to the best compared isomer or geometry (same formula, charge and spin)**: 378.5 kJ/mol
**Highest occupied orbital energy**: -8.65 eV
**Frontier orbital gap**: 0.313 Ha
**LUMO energy**: -0.0052 Ha

No. 5
ORCA calculation (ωB97M-V with the def2-TZVPD basis set) on 3 unconnected molecules or ions with the total composition H3N2O2P at a distorted geometry.

Cartesian coordinates (Å):
H 0.4756 1.6523 1.8713
H -0.3329 1.8680 1.8143
O -0.9180 1.3403 -1.1290
N -0.6265 0.2032 -1.0001
N 1.1167 -1.7250 -0.2175
O -1.3511 -0.5570 -0.4704
P 1.2374 -0.4695 -1.0781
H 0.3987 -2.3123 0.2095

Forces on atoms 1 to 3 (eV/Å):
H -2.5 0.7 -0.2
H 2.5 -0.7 0.1
O 0.3 3.3 -1.4

Calculated values
**Energy relative to the best compared isomer or geometry (same formula, charge and spin)**: 491.2 kJ/mol
**Highest occupied orbital energy**: -10.12 eV
**Frontier orbital gap**: 0.318 Ha
**LUMO energy**: -0.0535 Ha

No. 6
ORCA calculation (ωB97M-V with the def2-TZVPD basis set) on 5 unconnected molecules or ions with the total composition C15H35N5O5 at a distorted geometry.

Cartesian coordinates (Å):
H -0.5501 0.8598 3.2112
C -5.4096 0.4890 -0.3203
H -1.7470 2.9087 -1.9553
H -2.9157 1.2838 -0.4171
C 3.3070 -0.1341 -2.1488
H 2.8324 -0.6923 -1.3417
H -5.2102 0.7648 0.7152
H -2.1933 1.5639 -2.8483
C -1.5750 0.1796 1.6108
C -1.1965 0.0012 3.0293
C -1.1918 -0.6915 -0.6721
C 2.0217 -2.8899 2.6515
O -2.3432 1.0468 1.2415
N -1.1221 -0.7082 0.7639
H 1.7820 0.4812 1.3521
H 1.9250 -1.3220 4.1310
H -3.2528 2.9980 -2.8814
H 3.2145 -4.4352 2.9784
H 3.2180 1.3168 1.2518
H 1.8028 1.4926 0.0357
H 0.1322 -1.5258 -4.9154
H 2.8459 -2.7665 4.6093
H -0.4416 -1.2742 1.2503
O 1.8056 2.5224 3.1795
H -0.5897 4.3979 0.1435
H -6.4887 0.4107 -0.4522
N 0.7197 3.5042 1.4667
H 1.9163 -6.1537 1.6579
C -4.7699 1.4851 -1.2977
O 1.2569 1.2257 -2.7351
C -2.6400 2.3565 -2.2480
C 1.5597 2.4991 1.9749
C 0.5703 -0.5281 -4.8881
H 2.5464 -4.8131 0.5233
H 3.5538 -1.6795 3.4433
N 2.4179 -4.1601 2.4218
H -0.2390 0.0645 -4.4616
H -2.2236 -0.9295 -0.9306
C 2.0057 0.2194 -2.9337
H -5.1332 -0.5624 -0.3992
H 2.2992 -1.4866 -3.9227
H -0.8500 0.2555 -1.0897
H 0.3714 4.2171 2.0917
O 1.1974 -2.3050 1.9195
N -3.3983 1.6005 -1.2460
H -2.1146 0.1519 3.5973
C 2.1540 1.4654 1.0672
O -5.5506 2.1004 -2.0584
C 1.9699 -5.0949 1.4045
H -0.0658 2.7179 -0.2504
N 1.7184 -0.6625 -3.8638
H -0.7412 -0.9646 3.2483
C 0.2464 3.6996 0.1059
H 0.8867 4.2936 -0.5463
H -0.5353 -1.5168 -0.9477
H 0.8859 -0.2162 -5.8836
H 3.9210 -0.7690 -2.7875
C 2.6062 -2.0981 3.7823
H 3.8817 0.6617 -1.6750
H 0.9167 -4.8555 1.2580

Forces on atoms 1 to 3 (eV/Å):
H 0.3 -0.2 0.6
C -0.1 -0.3 0.4
H -0.4 0.2 1.0

Calculated values
**Energy relative to the best compared isomer or geometry (same formula, charge and spin)**: 0.0 kJ/mol
**Highest occupied orbital energy (spin up / spin down)**: 0.49 / -6.77 eV
**Frontier orbital gap (spin up / spin down)**: 0.083 / 0.350 Ha
**Net charge**: -1
**⟨S²⟩**: 0.750
**2S+1**: 2
**LUMO energy (spin up / spin down)**: 0.1007 / 0.1006 Ha

No. 7
ORCA calculation (ωB97M-V with the def2-TZVPD basis set) on 2 unconnected molecules or ions with the total composition C10H22BFN3O5S.

Cartesian coordinates (Å):
H -0.8580 0.6308 -1.9944
O 1.8870 2.4409 6.5567
C 0.1117 0.3061 -1.6247
H 1.8311 -2.3383 -1.6537
H -0.4984 -3.5934 -0.1711
H -1.6315 4.8121 5.6067
H 2.0975 -0.8098 -0.8071
C -0.8892 -1.4722 -0.2516
H -1.1011 1.0867 5.7688
C 0.4761 2.1280 2.5049
H 0.8967 0.5327 -2.3383
H -0.1277 -2.9771 -2.3978
H -1.8886 -1.6039 -0.6562
O 0.4180 2.3498 1.3686
N 0.5983 1.8605 3.6931
C 1.4336 -1.6644 -0.9004
C 1.1871 -2.3599 0.4399
C -0.3233 -0.3665 -4.7136
H -2.1953 0.3562 -5.5107
H -0.8825 -0.6164 0.4213
H -1.4483 -1.8598 -2.6763
C 0.2942 -1.5357 -3.9294
H -0.0315 0.5954 -4.2903
H -2.3458 -0.2606 -3.8803
N 0.0729 -1.1642 -1.3881
C -1.8432 -0.4228 -4.8368
H 0.1123 -0.3870 -5.7131
C -0.3649 -1.9375 -2.6160
H 1.8195 -3.2349 0.5684
C -0.3028 -2.6973 0.4191
S 1.7749 3.3411 5.4716
H -0.7143 -2.8575 1.4127
H -2.1755 -1.3831 -5.2357
O -1.1818 1.9750 6.1277
H 1.3636 -1.3594 -3.7792
O 1.7997 4.7394 5.6817
H 0.2311 -2.4194 -4.5682
N 0.4423 3.0450 4.5304
H 0.3342 0.7992 -0.6819
B -0.8891 3.0003 5.2980
H 1.4064 -1.6756 1.2602
O -1.7552 4.0249 5.0644
F 2.8596 2.9725 4.4206

Forces on atoms 1 to 3 (eV/Å):
H 0.0 0.0 0.0
O 0.3 -0.3 -0.2
C 0.0 0.0 0.0

Calculated values
**Highest occupied orbital energy**: -12.73 eV
**Frontier orbital gap**: 0.372 Ha
**Net charge**: +1
**LUMO energy**: -0.0952 Ha

No. 8
ORCA calculation (ωB97M-V with the def2-TZVPD basis set) on a molecular structure, C53H75N4P2PdSi5 at a distorted geometry.

Cartesian coordinates (Å):
C -2.9432 -1.5804 2.7038
N -0.9386 2.1366 0.3686
C 4.3449 -1.6345 -1.0746
H 0.4625 -3.8017 3.2897
C 4.8710 2.4004 -2.7548
H 3.2999 -4.7657 -3.0480
N -0.6880 -2.2911 -0.0874
C 0.3908 -5.5255 1.2866
H 0.5187 1.4302 -6.1826
H 1.1452 -1.0930 6.2626
H 0.4902 -4.2630 -3.3004
H -4.1815 1.1427 3.2564
Pd -1.0298 -0.2073 0.0753
C 3.1519 -3.8081 1.8032
C -2.0851 2.8365 0.4805
H 2.4495 1.1896 6.1083
H -4.9309 0.4996 -3.4912
H -5.9563 2.0963 0.0112
H -2.7266 -2.2312 -1.9919
Si -3.8439 -1.3192 1.0567
H -5.4254 -0.7124 -2.3081
H -1.4008 -1.2403 -2.6081
H -5.3200 3.6453 0.5561
H 2.5381 -0.7324 -6.2904
H 1.7853 -2.8080 -2.9177
H -2.8826 -1.4393 -3.5679
C -3.1995 0.1797 0.1579
H -0.3922 2.4166 5.1759
H -1.9206 -1.2103 2.6212
H 4.1091 -0.4234 3.3825
C 4.9439 3.4839 1.8824
H -4.4330 -3.7108 0.7457
H -1.1461 1.5235 -2.2664
C 0.0446 -4.3133 -1.2096
C -4.9480 0.2649 -2.4224
H 1.0844 2.3271 -2.1352
C -0.4802 -1.2637 -5.2978
H -0.9936 0.9113 5.8801
C 2.7637 3.5378 -2.6835
C -2.2062 1.6528 -2.4926
H 4.6376 -0.7682 -0.5052
C -0.9525 4.9174 0.0445
C -5.0613 2.7221 0.0311
C 2.1578 2.3652 -2.2675
Si -3.6206 1.8091 0.8790
C -3.9317 -2.9671 0.1209
H 4.6154 4.4702 -3.2533
H 1.6856 2.7524 2.4539
C 5.3390 2.2698 1.3404
C 0.7422 1.4659 -5.1126
P 1.8215 0.0527 1.5282
N 0.7506 -0.4724 -2.7389
C 2.5472 -0.8887 -5.2088
H 3.3799 -0.3119 -4.7953
H -2.9410 -3.3470 -0.1304
N 0.6979 0.3384 2.6043
H -2.9105 -2.6371 2.9735
C -0.6182 1.3685 4.9611
H 0.5868 -6.2006 -2.0200
Si 0.8991 0.4466 4.3057
C -0.1019 -3.7054 -2.5690
C -2.4816 -1.3350 -2.5546
H -0.3053 -1.2477 -6.3778
H -0.9530 5.9968 -0.0445
H -2.5266 2.6341 -2.1334
H 2.8597 -4.7573 1.3715
H -3.0939 2.5287 3.2225
H 5.9336 2.4057 -2.9652
C -0.0180 -4.2079 1.2497
C 3.8472 -1.3672 2.9219
C 0.5920 -6.2652 0.1253
H -1.2637 -3.7539 2.9173
H 0.8745 -7.3096 0.1775
H -5.5823 1.0027 -1.9281
C 3.0964 1.3998 1.6009
C 2.3968 1.3864 5.0346
H -0.5455 -2.3061 -4.9814
H -3.0577 4.7365 0.4330
H 5.5015 -4.6981 -1.9105
C -2.1129 4.2180 0.3233
C 0.1688 2.8181 0.0842
H 2.1642 4.4254 -2.8463
C -3.9560 2.0740 2.7348
C 4.8325 -3.8478 -1.8618
H -2.3185 1.6322 -3.5797
C 0.4221 -5.6363 -1.1058
H -6.2885 -0.8836 0.6255
H 1.6808 -2.7007 0.7068
C 5.2075 -2.7138 -1.1549
H 6.3651 2.1169 1.0292
Si 0.9056 -0.3067 -4.4358
C -0.2377 -3.5184 -0.0189
H 0.0598 -1.7932 5.0601
H 4.7575 0.2901 0.8201
C 2.4864 -2.6527 1.4260
C -0.2711 -3.4976 2.5408
H 3.3494 1.0844 4.5943
H 0.5518 -5.9926 2.2549
C 2.8316 -1.4197 1.9679
H 1.6708 2.0244 -4.9882
H 4.8617 0.3348 -2.2475
H -3.4376 -1.0465 3.5199
H 5.6615 4.2862 2.0005
H 3.3150 4.6075 2.6993
C 4.4212 1.2395 1.2048
H -1.4068 1.3352 4.2152
H -1.1438 -3.7271 -2.8934
C 3.1094 -1.6506 -1.7177
C 2.7474 -2.7927 -2.4235
H 5.3230 -2.4561 4.0198
H 2.3084 2.4668 4.9020
C 4.5275 -2.5175 3.2866
C 3.6243 3.6612 2.2722
C 4.2616 1.2276 -2.3323
H 2.7557 -1.9444 -5.0247
H -4.5080 -2.8598 -0.8016
C 2.8957 1.1986 -2.0612
C 3.5989 -3.8846 -2.4938
H 1.8050 -1.8449 4.8033
H 1.1630 4.6663 -0.3121
H 1.0735 2.2435 -0.0091
H -4.8077 2.7437 2.8672
Si -3.1658 0.2001 -1.7124
H 6.1649 -2.6743 -0.6498
C 1.0727 -0.1805 -0.0722
H -1.4468 -0.7933 -5.1089
H 0.2070 -2.6628 -2.5539
H -0.0576 2.0263 -4.6221
H 4.7185 -4.6401 3.0086
C 0.9869 -1.2325 5.1896
H -4.8121 2.9787 -1.0013
C 4.1300 3.5604 -2.9227
C -5.6813 -1.0377 1.5222
C 4.1850 -3.7414 2.7237
H -6.0824 -1.9064 2.0522
H -0.2322 -2.4194 2.4069
P 1.8776 -0.2845 -1.6483
H -5.8149 -0.1622 2.1645
C 2.7113 2.6298 2.1288
C 0.2175 4.1896 -0.0898

Forces on atoms 1 to 3 (eV/Å):
C -0.1 0.1 -0.2
N -0.2 -0.5 -0.6
C -0.1 -0.1 0.0

Calculated values
**Highest occupied orbital energy (spin up / spin down)**: -3.99 / -4.14 eV
**Frontier orbital gap (spin up / spin down)**: 0.164 / 0.174 Ha
**Net charge**: -1
**LUMO energy (spin up / spin down)**: 0.0176 / 0.0218 Ha